C54H42N4O5P2S2W as an isolated structure in a non-equilibrium geometry. Source: the OMol25 dataset; level of theory: ωB97M-V/def2-TZVPD.

Properties
**Largest force on an atom**: 2.76 eV/A
**E_LUMO (spin up / spin down)**: -0.28 / -0.95 eV
**Total energy**: -114951.6967 eV
**Gap between HOMO and LUMO (spin up / spin down)**: 0.2216 / 0.2545 hartree
**Spin multiplicity**: 3

Cartesian coordinates (Å):
W: 0.151 -0.211 -0.234
C: -2.915 -0.970 0.974
P: -1.486 -2.110 0.661
C: -1.078 -2.769 2.322
C: -1.567 -2.247 3.515
C: -1.136 -2.751 4.730
C: -0.210 -3.779 4.778
C: 0.256 -4.331 3.595
C: -0.171 -3.831 2.380
C: -2.249 -3.566 -0.119
C: -2.770 -4.615 0.635
C: -3.242 -5.748 0.003
C: -3.202 -5.845 -1.379
C: -2.734 -4.782 -2.134
C: -2.257 -3.645 -1.509
C: -2.318 0.195 1.700
C: -2.859 1.075 2.609
C: -1.808 1.911 3.042
C: -0.678 1.498 2.377
C: 0.742 1.967 2.476
P: 1.720 0.509 1.874
C: 3.437 1.113 1.694
C: 4.271 0.505 0.762
C: 5.602 0.869 0.672
C: 6.120 1.814 1.542
C: 5.298 2.402 2.491
C: 3.961 2.061 2.566
C: 1.955 -0.290 3.522
C: 3.194 -0.841 3.870
C: 3.391 -1.389 5.124
C: 2.357 -1.405 6.048
C: 1.123 -0.879 5.705
C: 0.911 -0.345 4.446
N: -0.972 0.435 1.552
H: -3.719 -1.452 1.540
H: -3.316 -0.666 -0.005
H: -2.286 -1.442 3.511
H: -1.526 -2.336 5.648
H: 0.140 -4.157 5.728
H: 0.950 -5.159 3.619
H: 0.184 -4.279 1.461
H: -2.802 -4.544 1.712
H: -3.627 -6.561 0.599
H: -3.530 -6.752 -1.863
H: -2.714 -4.845 -3.211
H: -1.874 -2.822 -2.098
H: -3.881 1.116 2.935
H: -1.881 2.719 3.743
H: 0.986 2.229 3.511
H: 0.952 2.840 1.847
H: 3.875 -0.260 0.109
H: 6.234 0.412 -0.074
H: 7.165 2.081 1.492
H: 5.707 3.124 3.181
H: 3.326 2.500 3.322
H: 4.018 -0.809 3.168
H: 4.362 -1.782 5.384
H: 2.516 -1.821 7.030
H: 0.322 -0.874 6.429
H: -0.061 0.043 4.183
O: 2.539 -5.292 -2.362
C: 3.167 -5.012 -1.241
O: 4.136 -5.634 -0.872
C: 2.626 -3.901 -0.407
C: 3.089 -3.545 0.840
N: 2.394 -2.467 1.260
N: 1.451 -2.078 0.349
C: 1.585 -2.968 -0.680
C: 0.808 -2.701 -1.875
O: 0.743 -3.495 -2.829
O: 0.218 -1.551 -1.839
H: 1.790 -4.654 -2.612
H: 3.868 -3.979 1.431
H: 2.391 -2.071 2.193
S: 3.451 2.294 -2.376
C: 3.794 0.634 -2.674
C: 2.907 -0.209 -2.080
C: 1.868 0.442 -1.351
C: 2.044 1.818 -1.454
C: 1.053 2.694 -0.953
C: 1.074 4.086 -1.102
C: 0.003 4.839 -0.694
C: -1.110 4.163 -0.174
C: -1.075 2.799 -0.046
N: 0.001 2.037 -0.360
H: 4.653 0.380 -3.265
H: 3.003 -1.280 -2.181
H: 1.945 4.538 -1.547
H: -0.008 5.911 -0.801
H: -1.995 4.704 0.123
H: -1.966 2.283 0.294
C: -0.443 6.311 -5.234
C: -0.831 6.264 -6.680
O: -0.666 7.154 -7.467
S: -1.656 4.790 -7.256
C: -1.628 3.642 -5.883
C: -0.456 2.956 -5.587
C: -0.443 2.048 -4.551
C: -1.608 1.804 -3.810
C: -2.787 2.474 -4.142
C: -2.796 3.389 -5.176
C: -1.510 0.960 -2.681
C: -1.338 0.346 -1.640
H: 0.284 7.108 -5.097
H: -0.038 5.363 -4.891
H: -1.332 6.542 -4.647
H: 0.439 3.148 -6.164
H: 0.467 1.524 -4.294
H: -3.684 2.282 -3.572
H: -3.699 3.919 -5.437

---

A 2-piece molecular cluster, C6H7NO overall in a non-equilibrium geometry. Source: the OMol25 dataset; level of theory: ωB97M-V/def2-TZVPD.

Properties
**Largest force on an atom**: 8.55 eV/A
**E_LUMO**: -0.44 eV
**Relative energy (zero: lowest compared OMol25 entry of this formula, charge and spin)**: 409.7 kJ/mol
**Total energy**: -9868.4112 eV
**Gap between HOMO and LUMO**: 0.2702 hartree

Cartesian coordinates (Å):
C: 0.861 -0.486 -0.724
C: 2.062 -0.004 -0.178
C: 1.725 1.021 0.781
C: 0.348 1.014 0.826
C: -1.475 -0.198 -0.210
C: -2.708 0.103 0.286
H: 1.689 -2.398 -1.265
H: 3.063 -0.455 -0.381
H: 2.421 1.571 1.438
H: -0.373 1.888 1.251
H: -1.665 -0.999 -1.038
H: -3.573 -0.421 -0.219
H: -3.022 0.870 1.059
N: -0.108 -0.030 -0.038
O: 0.755 -1.477 -1.587

---

C21H26LuN2O6 as an isolated structure in a non-equilibrium geometry. Source: the OMol25 dataset; level of theory: ωB97M-V/def2-TZVPD.

Properties
**Largest force on an atom**: 2.83 eV/A
**E_LUMO**: -2.48 eV
**Relative energy (zero: lowest compared OMol25 entry of this formula, charge and spin)**: 0.0 kJ/mol
**Total energy**: -71080.0212 eV
**Total charge**: +1
**Gap between HOMO and LUMO**: 0.2777 hartree

Cartesian coordinates (Å):
Lu: 11.916 8.660 9.321
C: 14.192 10.015 14.962
O: 13.673 9.885 13.630
C: 12.490 10.556 13.395
C: 11.971 11.603 14.194
C: 10.705 12.212 14.011
C: 9.979 11.791 12.927
C: 10.464 10.742 12.080
C: 9.531 10.224 11.129
N: 9.820 9.627 9.993
N: 8.748 9.265 9.241
C: 9.099 8.576 8.171
O: 10.322 8.268 7.845
C: 8.042 8.155 7.243
C: 8.370 7.633 5.990
C: 7.376 7.366 5.052
C: 6.046 7.550 5.425
C: 5.747 8.032 6.681
C: 6.757 8.318 7.608
C: 11.820 10.210 12.139
O: 12.385 9.388 11.269
H: 14.679 9.056 15.184
H: 13.357 10.256 15.684
H: 14.968 10.798 15.005
H: 12.598 12.008 14.985
H: 10.333 12.977 14.692
H: 9.068 12.279 12.616
H: 8.501 10.201 11.509
H: 9.441 7.443 5.780
H: 7.607 7.037 4.029
H: 5.245 7.364 4.744
H: 4.726 8.271 6.916
H: 6.474 8.674 8.600
C: 11.813 11.673 8.509
O: 12.636 10.477 8.424
C: 14.026 10.710 8.671
C: 14.706 9.509 8.120
O: 14.047 8.268 8.609
C: 14.601 7.389 9.619
C: 13.699 6.159 9.879
O: 12.318 6.664 10.141
C: 11.484 5.761 10.911
H: 12.333 12.376 9.164
H: 10.855 11.387 8.901
H: 11.687 12.061 7.474
H: 14.163 10.842 9.785
H: 14.375 11.647 8.166
H: 15.774 9.523 8.388
H: 14.660 9.575 7.057
H: 14.662 7.963 10.573
H: 15.610 7.025 9.302
H: 14.128 5.675 10.794
H: 13.677 5.491 9.010
H: 11.750 5.707 11.980
H: 11.506 4.737 10.439
H: 10.495 6.159 10.831

---

A 8-piece molecular cluster, C52H48ClF17O3P2 overall in a non-equilibrium geometry. Source: the OMol25 dataset; level of theory: ωB97M-V/def2-TZVPD.

Properties
**Largest force on an atom**: 6.57 eV/A
**Structure (SMILES)**: O=P(O)(O)P(Cl)CCC(F)(F)C(F)(F)C(F)(F)C(F)(F)C(F)(F)C(F)(F)C(F)(F)C(F)(F)F.c1ccccc1.c1ccccc1.c1ccccc1.c1ccccc1.c1ccccc1.c1ccccc1.c1ccccc1
**E_LUMO**: -1.27 eV
**Total energy**: -138133.6639 eV
**Gap between HOMO and LUMO**: 0.2919 hartree

Cartesian coordinates (Å):
O: -10.077 1.208 0.900
P: -9.166 1.789 -0.264
O: -8.740 3.461 0.076
O: -10.114 1.797 -1.726
P: -7.253 0.689 -0.478
Cl: -7.758 -1.342 -0.082
C: -6.068 1.416 0.844
C: -4.781 0.408 1.198
C: -3.393 0.876 0.389
F: -3.036 2.305 0.687
F: -3.749 0.788 -1.062
C: -2.183 -0.143 0.844
F: -1.938 0.147 2.306
F: -2.738 -1.516 0.796
C: -0.767 0.068 0.051
F: -0.825 1.076 -1.059
F: 0.188 0.664 1.059
C: -0.040 -1.338 -0.442
F: 1.370 -0.934 -0.809
F: 0.100 -2.261 0.707
C: -0.691 -1.995 -1.795
F: 0.158 -1.496 -2.941
F: -2.054 -1.398 -2.061
C: -0.872 -3.621 -1.770
F: -1.889 -3.908 -0.690
F: 0.363 -4.365 -1.324
C: -1.477 -4.289 -3.136
F: -1.621 -5.765 -2.845
F: -2.855 -3.832 -3.494
C: -0.523 -4.184 -4.461
F: -0.872 -5.364 -5.333
F: 0.932 -4.140 -4.196
F: -0.996 -2.981 -5.233
H: -9.604 3.904 0.372
H: -9.567 2.135 -2.497
H: -5.693 2.446 0.434
H: -6.695 1.507 1.845
H: -5.152 -0.671 0.849
H: -4.539 0.371 2.342
C: -7.761 -7.038 -0.860
C: -6.657 -6.842 -1.690
C: -5.997 -5.614 -1.694
C: -6.442 -4.579 -0.871
C: -7.551 -4.772 -0.048
C: -8.210 -6.001 -0.041
H: -8.271 -7.997 -0.851
H: -6.311 -7.647 -2.333
H: -5.135 -5.462 -2.339
H: -5.926 -3.623 -0.873
H: -7.902 -3.964 0.589
H: -9.072 -6.152 0.603
C: 5.098 -0.912 1.435
C: 3.843 -1.435 1.126
C: 3.341 -2.518 1.847
C: 4.097 -3.081 2.876
C: 5.357 -2.564 3.178
C: 5.856 -1.478 2.459
H: 5.485 -0.064 0.877
H: 3.254 -0.999 0.323
H: 2.362 -2.924 1.609
H: 3.706 -3.923 3.440
H: 5.949 -3.006 3.976
H: 6.837 -1.073 2.697
C: -6.947 -8.355 3.826
C: -7.074 -7.201 3.053
C: -7.692 -6.070 3.583
C: -8.189 -6.093 4.886
C: -8.070 -7.249 5.657
C: -7.448 -8.380 5.128
H: -6.458 -9.234 3.415
H: -6.689 -7.184 2.036
H: -7.788 -5.170 2.981
H: -8.669 -5.210 5.301
H: -8.462 -7.269 6.671
H: -7.354 -9.280 5.729
C: 0.837 4.838 -2.343
C: 0.880 3.450 -2.218
C: 1.591 2.687 -3.144
C: 2.257 3.313 -4.198
C: 2.206 4.700 -4.329
C: 1.498 5.464 -3.401
H: 0.288 5.433 -1.618
H: 0.359 2.962 -1.398
H: 1.627 1.606 -3.044
H: 2.813 2.719 -4.918
H: 2.720 5.188 -5.154
H: 1.461 6.545 -3.501
C: 6.111 5.319 -4.609
C: 5.610 4.775 -3.427
C: 6.420 4.700 -2.294
C: 7.734 5.166 -2.345
C: 8.238 5.702 -3.530
C: 7.426 5.780 -4.661
H: 5.477 5.384 -5.489
H: 4.586 4.409 -3.387
H: 6.028 4.279 -1.372
H: 8.365 5.110 -1.462
H: 9.264 6.059 -3.572
H: 7.818 6.200 -5.584
C: 11.235 3.747 -1.692
C: 11.417 3.171 -0.435
C: 12.198 3.819 0.522
C: 12.800 5.041 0.221
C: 12.625 5.611 -1.040
C: 11.841 4.966 -1.996
H: 10.621 3.245 -2.436
H: 10.950 2.218 -0.201
H: 12.337 3.372 1.503
H: 13.406 5.547 0.967
H: 13.099 6.561 -1.277
H: 11.703 5.412 -2.977
C: 0.611 2.555 3.733
C: 1.488 2.519 4.817
C: 1.678 3.659 5.599
C: 0.995 4.836 5.293
C: 0.126 4.874 4.204
C: -0.068 3.734 3.424
H: 0.458 1.665 3.129
H: 2.022 1.603 5.054
H: 2.359 3.630 6.446
H: 1.142 5.723 5.903
H: -0.402 5.793 3.962
H: -0.747 3.763 2.577

---

One molecule with the formula C5H8N2. Source: the OMol25 dataset; level of theory: ωB97M-V/def2-TZVPD.

Properties
**Largest force on an atom**: 0.27 eV/A
**Structure (SMILES)**: Cc1cn(C)cn1
**E_LUMO**: 0.93 eV
**Relative energy (zero: lowest compared OMol25 entry of this formula, charge and spin)**: 36.3 kJ/mol
**Total energy**: -8294.6205 eV
**Gap between HOMO and LUMO**: 0.3511 hartree

Cartesian coordinates (Å):
C: -2.356 -0.179 0.880
C: -1.065 0.284 0.294
C: -0.313 -0.350 -0.641
N: 0.903 0.312 -0.704
C: 2.108 -0.501 -0.765
C: 0.792 1.337 0.201
N: -0.367 1.375 0.796
H: -2.203 -0.377 1.947
H: -3.161 0.553 0.787
H: -2.664 -1.118 0.409
H: -0.509 -1.213 -1.264
H: 2.071 -1.158 -1.636
H: 2.999 0.127 -0.813
H: 2.153 -1.119 0.140
H: 1.613 2.027 0.370

---

One molecule with the formula C2H3N3OS in a non-equilibrium geometry. Source: the OMol25 dataset; level of theory: ωB97M-V/def2-TZVPD.

Properties
**Largest force on an atom**: 2.81 eV/A
**Structure (SMILES)**: N/[N+]([S-])=C/N=C=O
**E_LUMO (spin up / spin down)**: -0.29 / -0.29 eV
**Relative energy (zero: lowest compared OMol25 entry of this formula, charge and spin)**: 217.2 kJ/mol
**Total energy**: -19472.8353 eV
**Gap between HOMO and LUMO (spin up / spin down)**: 0.2828 / 0.2827 hartree

Cartesian coordinates (Å):
N: 0.586 0.319 -1.897
N: -0.229 -0.219 -0.883
S: -1.606 -1.025 -1.287
C: 0.218 0.119 0.315
N: -0.355 -0.433 1.395
C: -0.209 -0.403 2.602
O: -0.367 -0.504 3.725
H: 0.820 1.258 -1.415
H: -0.076 0.380 -2.749
H: 1.217 0.508 0.194

---

As2CsF12O4S as an isolated structure in a non-equilibrium geometry. Source: the OMol25 dataset; level of theory: ωB97M-V/def2-TZVPD.

Properties
**Largest force on an atom**: 1.62 eV/A
**E_LUMO**: 6.14 eV
**Total energy**: -173869.4445 eV
**Total charge**: -3
**Gap between HOMO and LUMO**: 0.1695 hartree

Cartesian coordinates (Å):
Cs: 0.231 -0.306 -1.208
S: 2.358 -2.987 -1.567
O: 3.123 -4.085 -2.219
O: 1.965 -3.307 -0.183
O: 3.149 -1.745 -1.522
O: 1.147 -2.685 -2.364
As: 1.828 2.682 1.293
F: 1.084 4.263 1.001
F: 3.205 3.467 2.046
F: 2.502 1.119 1.622
F: 0.422 1.940 0.517
F: 2.645 2.767 -0.247
F: 1.045 2.660 2.854
As: -3.535 -0.573 0.023
F: -3.755 -2.279 -0.080
F: -4.180 -0.461 1.644
F: -3.331 1.169 -0.002
F: -2.869 -0.602 -1.624
F: -5.144 -0.340 -0.614
F: -1.892 -0.697 0.630

---

Question: What is the total energy in the seventh record?
Answer: -173869.4445 eV